1.
This record from OMol25 describes C17H20Br2N4O4S in the gas phase. The level of theory is ωB97M-V with the def2-TZVPD basis set.

The geometry in XYZ format:
```
48
Properties=species:S:1:pos:R:3:forces:R:3
C 4.653447 2.639000 3.570306 -0.09 -0.17 -0.28
H 4.489584 3.632204 3.160616 0.00 0.14 0.02
C 4.521233 1.567449 2.486214 0.18 0.04 0.18
N 3.228841 1.488194 1.823414 -0.14 0.04 0.14
C 2.096226 1.233856 2.698537 0.13 0.03 -0.05
C 1.098020 0.388338 1.956989 -0.36 0.09 0.03
N -0.154668 0.651797 1.983371 0.47 0.59 0.41
C -0.996853 -0.161797 1.279429 -0.13 -0.64 -0.37
C -2.365929 0.136679 1.246986 -0.06 0.03 0.03
C -3.254343 -0.641449 0.540830 0.09 0.07 0.04
C -2.776890 -1.750737 -0.154330 0.14 -0.17 -0.05
C -1.440476 -2.083345 -0.150663 -0.06 0.02 0.02
C -0.549086 -1.288992 0.566369 -0.42 0.27 0.23
C 0.884640 -1.566079 0.535593 0.03 0.02 0.28
O 1.428635 -2.477672 -0.054625 0.02 -0.29 -0.07
N 1.627932 -0.662406 1.271256 0.18 -0.20 0.00
H 2.639964 -0.741644 1.247756 -0.14 0.00 -0.09
H -1.062248 -2.932902 -0.697681 0.00 -0.06 -0.05
Br -4.007421 -2.815705 -1.121938 0.04 0.03 0.03
H -4.305042 -0.394129 0.521248 -0.02 0.01 0.01
Br -2.972473 1.649996 2.192125 -0.19 0.00 -0.04
H 1.594113 2.138525 3.064441 -0.01 -0.15 -0.01
H 2.441605 0.660078 3.564172 0.01 0.05 0.01
C 2.989384 2.579402 0.888687 0.21 0.07 -0.05
C 3.678424 2.294407 -0.445572 -0.30 -0.15 0.26
O 4.633940 2.914020 -0.857993 0.35 0.37 -0.06
N 3.115406 1.258887 -1.110023 -0.12 -0.17 -0.03
H 2.237072 0.875423 -0.779661 0.14 0.19 0.20
C 3.424255 0.959910 -2.490643 0.71 0.22 0.08
C 2.199050 1.230739 -3.348300 -0.26 -0.68 0.34
H 2.390767 1.138370 -4.412009 0.02 -0.09 -0.14
H 1.708113 2.170119 -3.119373 -0.16 0.00 0.03
S 1.154503 -0.172035 -2.830687 -0.18 -0.04 -0.58
O 0.194352 -0.553390 -3.822807 0.03 -0.09 -0.35
O 0.632409 0.131708 -1.512365 0.20 0.18 0.03
C 2.514879 -1.373394 -2.694434 -0.42 0.41 -0.10
C 3.782221 -0.529355 -2.681445 0.44 0.20 -0.01
H 4.314765 -0.631887 -3.627899 -0.01 -0.03 0.00
H 4.457144 -0.837424 -1.882973 -0.01 0.01 -0.06
H 2.357528 -1.951924 -1.787977 -0.12 0.06 0.01
H 2.437223 -2.022547 -3.559409 -0.06 -0.04 -0.10
H 4.277075 1.594153 -2.757956 -0.24 -0.13 -0.03
H 3.352800 3.544847 1.263256 -0.07 -0.07 -0.08
H 1.915259 2.659142 0.705780 -0.01 0.04 0.02
H 4.723779 0.585012 2.925652 0.08 0.05 -0.07
H 5.263003 1.746873 1.704808 0.06 -0.10 0.05
H 3.940128 2.472614 4.374330 -0.04 0.01 0.12
H 5.656037 2.607268 3.987373 0.09 0.04 0.09
```
Forces are in eV/Å.

E_tot = -6726.06547 Ha
Structure (SMILES) = CCN(CC(=O)N[C@H]1CCS(=O)(=O)C1)Cc1nc2c(Br)cc(Br)cc2c(=O)[nH]1
Energy above the lowest of the compared OMol25 structures with the same formula, charge and spin = 0.0 kJ/mol

---

2.
This record from OMol25 describes 2 unconnected molecules or ions with the total composition C7H19PSi at a distorted geometry. The level of theory is ωB97M-V with the def2-TZVPD basis set.

The geometry in XYZ format:
```
28
Properties=species:S:1:pos:R:3:forces:R:3
C -1.463180 0.246280 -0.927980 1.76 -0.65 0.37
C -2.649669 -2.295075 -1.442826 -1.36 0.34 2.47
C -0.800879 -1.965106 1.458185 0.69 1.95 -0.21
C 0.399429 -2.579758 -1.030801 -2.69 -1.40 0.36
C 1.642771 0.465122 0.721513 1.65 0.80 -0.16
C 1.011898 2.863993 -1.062573 -0.91 -2.09 -1.15
C 0.752247 3.036006 1.824250 -0.33 0.92 0.31
Si -1.119296 -1.583304 -0.385427 0.04 -0.26 -1.18
P 0.495854 1.855500 0.415336 -1.08 -0.08 0.42
H -2.264295 0.777132 -0.432166 -0.46 -0.04 0.41
H -2.826818 -3.380783 -1.449479 0.46 0.14 0.36
H -3.641179 -1.865586 -1.017811 1.54 -0.49 -0.85
H -2.562953 -2.039091 -2.475917 0.19 0.59 -0.64
H -1.665124 -1.571878 1.911585 -1.27 0.30 1.22
H -0.687998 -2.996314 1.701624 0.17 -0.73 0.12
H 0.052193 -1.335890 1.911976 -1.37 -1.38 -0.82
H 0.309378 -3.499247 -0.380757 0.84 1.26 0.25
H 0.152971 -3.158454 -1.928631 0.70 1.14 -0.81
H 1.272525 -1.975276 -0.938818 1.00 -0.38 -0.29
H 1.859468 0.020984 -0.259423 0.10 0.06 0.22
H 2.629291 0.780248 1.215619 -1.39 -0.59 -0.61
H 1.092835 -0.292932 1.283156 0.54 0.49 0.01
H 1.935713 2.370380 -1.427198 -0.08 0.95 0.12
H 0.218409 2.407317 -1.766354 1.11 1.31 0.61
H 0.992202 3.981010 -1.060874 0.16 -1.15 0.26
H 1.807170 3.402452 1.967619 -0.78 -0.69 -0.23
H 0.215986 3.947261 1.368245 0.36 -1.16 1.41
H 0.353331 2.665448 2.850681 0.40 0.83 -1.96
```
Forces are in eV/Å.

E_tot = -908.75352 Ha
Energy above the lowest of the compared OMol25 structures with the same formula, charge and spin = 275.4 kJ/mol

---

3.
This record from OMol25 describes 3 unconnected molecules or ions with the total composition C5H12O. The level of theory is ωB97M-V with the def2-TZVPD basis set.

The geometry in XYZ format:
```
18
Properties=species:S:1:pos:R:3:forces:R:3
C -1.411060 0.727278 -2.259954 -0.16 0.05 -0.03
O -0.370895 0.321296 -1.535040 0.07 0.01 0.09
C -0.472580 0.236144 -0.226660 -0.05 -0.01 0.03
C 0.803004 -0.125792 0.490295 0.00 0.10 0.01
C 1.197620 -1.600294 0.286621 -0.04 -0.03 -0.04
C 0.663727 0.194671 1.977916 -0.01 0.02 0.07
H -1.588708 2.019164 -1.112073 0.12 -0.32 -0.15
H -2.375421 0.282249 -2.013870 0.11 0.11 0.00
H -1.150537 0.806825 -3.313285 -0.11 0.13 0.23
H -1.257024 1.903893 -0.313828 0.17 -0.35 -0.09
H -1.421851 -0.142596 0.162949 0.13 0.06 -0.04
H 1.598188 0.497500 0.061732 -0.10 -0.05 0.06
H 1.323036 -1.839754 -0.774367 -0.04 0.07 0.14
H 2.145398 -1.815995 0.796159 -0.17 0.07 -0.08
H 0.437719 -2.275016 0.700109 0.07 0.13 -0.05
H 0.429225 1.252113 2.131304 0.03 -0.13 0.01
H -0.139431 -0.402342 2.428217 0.10 0.09 -0.06
H 1.589591 -0.039344 2.513776 -0.13 0.04 -0.09
```
Forces are in eV/Å.

E_tot = -272.78725 Ha
Energy above the lowest of the compared OMol25 structures with the same formula, charge and spin = 423.8 kJ/mol

---

4.
This record from OMol25 describes C20H23N3O3 in the gas phase. The level of theory is ωB97M-V with the def2-TZVPD basis set.

The geometry in XYZ format:
```
49
Properties=species:S:1:pos:R:3:forces:R:3
C 0.339916 -0.735518 4.403192 0.00 0.00 0.00
C 0.864527 0.636421 4.087773 0.00 0.00 0.01
C 1.051615 1.592558 5.076503 0.00 0.00 0.00
C 1.565070 2.829976 4.728527 0.00 0.00 0.00
N 1.909289 3.166452 3.489396 0.00 0.00 0.00
C 1.742451 2.258877 2.527330 0.00 -0.01 0.00
C 2.196709 2.644903 1.147950 0.00 0.00 0.00
C 1.209695 0.995474 2.786931 0.01 0.01 0.00
C 1.059414 -0.001644 1.673556 -0.01 0.00 0.00
O 1.946493 -0.777133 1.358387 0.00 0.00 0.00
N -0.144429 0.013118 1.047580 0.00 -0.01 0.00
C -0.442370 -0.921218 -0.021158 0.00 0.00 0.00
C 0.256126 -0.548097 -1.336950 -0.01 0.00 0.00
C -0.246153 0.780575 -1.901538 0.01 0.00 0.00
C -1.694431 0.660659 -2.277387 -0.01 0.00 0.00
C -2.627802 1.651629 -1.999631 0.01 0.00 0.00
C -3.962673 1.476301 -2.332521 0.00 0.00 0.00
C -4.372269 0.293956 -2.932627 0.00 0.00 0.00
C -3.446441 -0.703970 -3.196527 0.01 0.00 0.00
C -2.105371 -0.526453 -2.878128 0.00 0.00 0.00
C -1.098515 -1.591970 -3.215497 0.00 0.00 0.00
N 0.067187 -1.598769 -2.328075 0.00 0.00 0.01
C 0.950160 -2.625365 -2.525760 0.03 0.03 -0.04
O 0.759693 -3.458913 -3.387568 0.00 0.00 0.00
C 2.192523 -2.655566 -1.630968 -0.05 -0.03 0.04
O 2.806716 -3.919143 -1.699654 0.04 0.02 0.08
H 1.092995 -1.490513 4.171972 0.00 0.00 0.00
H 0.075817 -0.820135 5.455491 0.00 0.00 0.00
H -0.543523 -0.968855 3.806436 0.00 0.00 0.00
H 0.801673 1.375988 6.107008 0.00 0.00 0.00
H 1.711884 3.592374 5.485821 0.00 0.00 0.00
H 3.184964 2.224544 0.950710 0.00 0.00 0.00
H 1.523806 2.268845 0.376348 0.00 0.00 0.00
H 2.261464 3.727694 1.076904 0.00 0.00 0.00
H -0.839653 0.671519 1.354705 0.00 0.00 0.00
H -0.112907 -1.916977 0.279470 0.00 0.00 0.00
H -1.522648 -0.950029 -0.164624 0.00 0.00 0.00
H 1.320364 -0.450549 -1.128063 0.00 0.00 0.00
H -0.104126 1.574809 -1.167117 0.00 0.00 0.00
H 0.360774 1.036828 -2.775008 0.00 0.00 0.00
H -2.302798 2.568655 -1.520619 0.00 0.00 0.00
H -4.682160 2.255487 -2.117215 0.00 0.00 0.00
H -5.413567 0.145469 -3.186840 0.00 0.00 0.00
H -3.765978 -1.633187 -3.653997 0.00 0.00 0.00
H -1.566784 -2.576641 -3.189292 0.00 0.00 0.00
H -0.751680 -1.457075 -4.245757 0.00 0.00 0.00
H 2.861987 -1.853140 -1.960202 0.00 0.00 0.00
H 1.930032 -2.437174 -0.593355 0.00 0.00 0.00
H 3.702932 -3.825076 -2.025915 -0.03 -0.01 -0.08
```
Forces are in eV/Å.

E_tot = -1165.96144 Ha
Structure (SMILES) = Cc1ccnc(C)c1C(=O)NC[C@@H]1Cc2ccccc2CN1C(=O)CO
Energy above the lowest of the compared OMol25 structures with the same formula, charge and spin = 70.1 kJ/mol

---

5.
This record from OMol25 describes a molecular structure, C38H38BrCl5N4O8Pb at a distorted geometry. The level of theory is ωB97M-V with the def2-TZVPD basis set.

The geometry in XYZ format:
```
95
Properties=species:S:1:pos:R:3:forces:R:3
Pb 0.201600 0.102900 0.247800 0.08 -1.12 -1.11
C 1.384400 3.935200 -3.043200 -0.15 0.23 0.26
N 1.424600 2.546500 -3.464900 0.05 0.15 0.07
C 2.109300 2.305300 -4.714000 0.10 -0.17 -0.43
C 0.840500 1.614400 -2.721500 0.02 -0.10 -0.03
O 0.354600 1.880200 -1.613700 -0.26 -0.17 0.09
C 0.782800 0.187400 -3.272300 0.00 -0.06 -0.13
O -0.000100 -0.579400 -2.386500 0.01 0.32 0.36
C 0.048600 -1.974500 -2.573700 0.06 -0.29 -0.04
C -0.656200 -2.618600 -1.373400 0.35 -0.34 -0.31
O -1.203100 -1.910600 -0.523600 -0.27 0.66 0.27
N -0.645800 -3.945600 -1.282300 -0.12 0.10 0.15
C -1.273100 -4.587900 -0.143400 -0.15 0.11 0.31
C -0.074400 -4.859700 -2.241600 0.16 -0.16 -0.38
H 2.395600 4.313900 -2.889000 0.01 -0.02 -0.03
H 0.824100 4.007500 -2.113100 0.07 0.05 -0.14
H 0.892400 4.538300 -3.809600 0.06 -0.03 0.02
H 2.954000 2.992300 -4.781100 -0.04 -0.09 0.00
H 1.456400 2.485300 -5.571300 0.01 -0.01 0.01
H 2.500000 1.292100 -4.767700 0.00 0.01 -0.02
H 1.802200 -0.215100 -3.345000 -0.05 -0.02 0.01
H 0.330400 0.188300 -4.274900 0.14 0.03 0.10
H 1.091100 -2.319700 -2.605100 -0.13 0.03 -0.02
H -0.456500 -2.253600 -3.509400 0.08 -0.03 0.11
H -1.671900 -3.819700 0.514200 0.00 -0.13 -0.02
H -0.532000 -5.180900 0.395400 0.03 -0.01 -0.04
H -2.083400 -5.240600 -0.471700 0.02 -0.01 -0.03
H 0.711200 -4.397100 -2.828300 0.10 0.06 -0.03
H -0.837600 -5.244600 -2.921300 -0.03 -0.02 0.01
H 0.364100 -5.700500 -1.704100 0.06 0.06 -0.02
Cl 4.857500 5.888900 2.150400 -0.21 -0.13 0.01
C 3.561100 4.802900 2.053200 0.15 0.16 0.02
C 3.697000 3.612800 1.305500 -0.16 -0.49 -0.21
Cl 5.177400 3.287300 0.515100 -0.05 -0.01 -0.01
C 2.652400 2.716500 1.227400 0.64 -0.04 -0.40
Cl 2.859200 1.258200 0.343900 0.65 0.11 0.22
C 1.391400 2.932700 1.892200 -0.20 0.04 0.22
O 0.453700 2.110800 1.877900 0.50 0.44 0.10
C 1.295400 4.180500 2.625800 0.12 0.58 0.35
Cl -0.172400 4.489700 3.426500 -0.04 -0.04 -0.03
C 2.348200 5.075400 2.713700 -0.51 -0.01 0.13
Cl 2.197900 6.524400 3.616800 -0.05 -0.18 -0.08
C -3.356100 1.207600 -0.016100 -0.60 0.31 -0.55
O -2.455100 0.585100 0.879500 0.14 -0.47 1.21
C -2.865900 0.245400 2.106000 -0.11 0.29 -0.71
C -4.135300 0.450900 2.597500 -0.16 0.03 0.01
C -4.445100 0.068300 3.903800 -1.01 0.45 -0.43
Br -6.205000 0.342600 4.545600 0.73 -0.12 -0.23
C -3.500600 -0.501100 4.737600 1.43 -0.52 0.22
C -2.205600 -0.732900 4.272700 -1.35 0.31 0.28
C -1.842300 -0.385600 2.924400 0.86 -0.26 -0.24
O -0.687900 -0.628500 2.477000 -1.13 0.24 0.29
C -1.194300 -1.311200 5.108100 0.60 -0.32 0.41
N 0.069500 -1.538100 4.724500 -0.58 0.25 -0.01
C 0.781400 -2.063700 5.771700 -0.14 -0.25 0.85
C 2.107600 -2.450700 5.894800 0.07 -0.01 -0.01
C 2.501800 -2.957900 7.115200 -0.06 0.07 -0.20
C 1.608400 -3.067200 8.186800 -0.32 0.08 0.00
C 0.289600 -2.669800 8.078100 0.02 -0.04 0.09
C -0.117500 -2.168800 6.851000 0.86 -0.15 -0.30
N -1.327200 -1.694900 6.392300 -0.14 0.22 -0.44
H -3.738100 2.145400 0.397800 0.10 -0.09 0.00
H -4.188700 0.538500 -0.256300 0.14 0.04 0.04
H -2.777600 1.410300 -0.914600 -0.07 0.00 0.03
H -4.909900 0.899700 1.997300 0.01 0.04 -0.11
H -3.788800 -0.761000 5.744400 -0.03 -0.02 0.07
H 0.350300 -1.300900 3.769500 0.03 -0.18 0.24
H 2.789100 -2.348700 5.068300 0.16 -0.05 -0.12
H 3.521000 -3.277100 7.252600 0.15 -0.03 -0.01
H 1.957200 -3.469600 9.123100 0.05 -0.04 0.12
H -0.392300 -2.737900 8.909300 -0.07 -0.06 0.14
H -2.173600 -1.633600 6.934300 0.00 0.00 -0.01
C 3.669500 -7.950800 0.103800 0.22 -0.05 0.07
C 3.442300 -6.476100 0.036600 -0.11 0.17 -0.06
C 2.873900 -5.791500 1.101900 -0.13 0.04 -0.01
C 2.621600 -4.426500 1.047100 0.41 -0.37 -0.23
C 2.030900 -3.732800 2.238500 -0.15 0.01 0.07
C 3.003600 -3.741700 -0.103200 -0.08 1.29 -0.18
C 3.586700 -4.388400 -1.192700 0.14 -0.45 0.45
C 4.028500 -3.656300 -2.419100 0.29 0.20 0.04
C 3.809800 -5.757400 -1.092800 -0.28 0.08 -0.02
C 2.776700 -2.203000 -0.166100 1.05 -3.06 -0.17
O 3.697100 -1.484300 -0.486700 0.39 1.43 -0.24
O 1.584500 -1.931200 0.115300 -2.19 1.92 0.40
H 3.024200 -8.416000 0.843400 -0.04 -0.09 0.04
H 4.704100 -8.145200 0.384300 0.07 -0.15 0.04
H 3.498600 -8.417900 -0.862300 -0.03 -0.08 -0.06
H 2.625200 -6.330400 2.004400 -0.08 -0.16 0.12
H 1.950900 -4.423100 3.076200 0.02 -0.04 0.08
H 1.041600 -3.341000 1.998700 -0.04 0.03 0.06
H 2.660500 -2.892500 2.534300 0.01 0.12 0.06
H 3.197100 -3.143100 -2.903900 -0.02 0.09 -0.09
H 4.485300 -4.334900 -3.135100 -0.07 -0.06 -0.06
H 4.763200 -2.901200 -2.137600 -0.07 0.04 -0.16
H 4.271000 -6.275000 -1.921200 0.05 -0.10 -0.13
```
Forces are in eV/Å.

Net charge = +2
E_tot = -7359.18249 Ha
Energy above the lowest of the compared OMol25 structures with the same formula, charge and spin = 59.6 kJ/mol

---

6.
This record from OMol25 describes 2 unconnected molecules or ions with the total composition C2H9NSi at a distorted geometry. The level of theory is ωB97M-V with the def2-TZVPD basis set.

The geometry in XYZ format:
```
13
Properties=species:S:1:pos:R:3:forces:R:3
C 1.876588 0.476806 -0.824252 -2.66 1.88 -0.51
C -2.599204 -0.564957 -0.209616 4.82 1.95 -2.33
N 1.417456 -0.331330 0.245623 -2.97 -0.68 2.21
Si -0.031927 0.104604 1.222622 0.27 0.76 -1.87
H 1.216866 1.405684 -1.079805 1.35 -1.16 1.14
H 2.858593 0.662912 -0.572771 2.26 1.30 -0.32
H 1.771962 -0.033647 -1.722910 0.38 -1.14 -1.84
H -2.293954 -0.235768 -1.243754 -0.17 -1.36 1.09
H -2.775787 -1.487643 0.159630 -0.39 -2.99 0.46
H -3.129619 0.183090 0.170659 -2.36 2.90 1.96
H 1.414946 -1.317486 0.010794 0.18 0.10 0.09
H 0.064507 1.688349 1.308486 -0.27 -1.57 0.02
H 0.209574 -0.550612 2.535294 -0.43 0.02 -0.11
```
Forces are in eV/Å.

E_tot = -425.69722 Ha
Energy above the lowest of the compared OMol25 structures with the same formula, charge and spin = 444.8 kJ/mol